Density functional theory data (wB97M-V/def2-TZVPD) for 13 unconnected molecules or ions with the total composition C5H37N2O13.

Element x y z (Å)
N1 -0.06820 0.72464 1.04749
C1 -1.29159 1.30230 0.14138
C2 -1.98132 0.21263 -0.57950
C3 -1.01615 -0.35385 -1.78590
O1 0.16539 -0.12456 -1.61268
C4 -2.29013 2.27781 1.07405
N2 -1.82485 3.61271 0.98848
C5 -0.50464 3.87075 1.70465
H1 0.76112 0.81786 0.33956
H2 -0.00832 1.37960 1.88561
H3 -0.04273 -0.25496 1.36248
H4 -0.72810 1.94657 -0.59317
H5 -2.37516 -0.57621 0.03582
H6 -3.01599 0.56952 -0.97403
H7 -1.39434 -1.17662 -2.55706
H8 -3.37238 2.44841 0.79966
H9 -2.35776 1.74919 2.18083
H10 -1.92904 4.10042 0.11430
H11 -0.62231 3.53248 2.70507
H12 0.40566 3.34315 1.30419
H13 -0.52293 5.04357 1.70211
H14 -3.04975 0.07131 -2.92774
H15 -3.04292 1.13621 -4.15745
O2 -2.57712 0.83181 -3.32568
H16 -0.43343 -3.60366 -0.05285
H17 -1.02888 -4.47482 1.00564
O3 -1.11414 -3.57287 0.66281
H18 -0.11430 3.87604 -3.33490
H19 -0.81013 2.52906 -3.05904
O4 -0.54379 3.44831 -2.66660
H20 4.12346 1.88203 -1.03277
H21 4.47549 0.65914 -1.98804
O5 3.81012 0.88995 -1.19682
H22 0.49380 0.31475 4.12913
H23 0.40227 1.77971 4.65501
O6 0.85025 1.28852 4.00700
H24 5.02755 -0.29974 0.96531
H25 4.26042 -0.95919 0.09428
O7 5.20239 -0.77830 0.15044
H26 -3.45352 -3.63391 -1.14091
H27 -2.28344 -3.52548 -2.19721
O8 -3.05618 -3.09146 -1.82197
H28 1.15484 -3.62276 -3.70000
H29 0.72030 -2.31042 -4.43014
O9 1.32920 -2.64565 -3.73626
H30 3.88780 0.50910 3.13932
H31 2.53951 1.17938 3.77354
O10 3.03697 0.37445 3.53185
H32 1.79705 -4.99339 -0.54736
H33 2.00542 -4.06747 0.67638
O11 1.45049 -4.66763 0.22741
H34 -2.25240 -2.42291 1.64439
H35 -3.64867 -2.02160 2.22174
O12 -2.80206 -1.63728 1.80718
H36 2.26047 -1.73780 -0.41308
H37 2.81654 -0.19487 -0.38854
O13 2.58018 -0.95397 0.14264

As for the total charge: +1. Its frontier orbital gap is 0.33272 Ha. Its LUMO energy is -2.5 eV. The HOMO energy comes out at -11.537 eV.

Löwdin atomic charge list, values in e, 5 entries: 0.205, -0.207, -0.127, -0.201, 0.007


Density functional theory data (wB97M-V/def2-TZVPD) for a gas-phase ion, C6H12NO (charge +1).

Element x y z (Å)
C1 2.20032 -0.09288 -0.03570
C2 1.98702 1.21048 -0.14728
C3 0.93478 -0.84366 0.45642
C4 -0.23723 1.18274 0.72220
C5 -1.48520 -0.86582 0.47602
C6 -0.29930 0.05871 -1.41599
N1 -0.25072 -0.12800 0.05883
O1 -0.99200 2.16240 0.11610
H1 3.20374 -0.50136 -0.22429
H2 2.42324 2.10010 -0.33972
H3 0.98563 -1.95880 0.29203
H4 0.95750 -0.94790 1.59727
H5 -0.43528 1.14901 1.85475
H6 -2.23964 -0.75149 -0.28273
H7 -1.13831 -1.97168 0.37852
H8 -1.89392 -0.46595 1.46167
H9 -1.37032 0.30162 -1.75565
H10 0.15378 1.02998 -1.50269
H11 0.35116 -0.64533 -1.96657
H12 -0.86262 2.87892 0.72450

As for the total charge: +1. Its frontier orbital gap is 0.33307 Ha. Its LUMO energy is -3.9 eV. The HOMO energy comes out at -12.922 eV.

Löwdin atomic charge list, values in e, 5 entries: -0.101, 0.175, -0.171, -0.128, 0.032


Density functional theory data (wB97M-V/def2-TZVPD) for a gas-phase ion, C7H9N5O2S (charge +2).

Element x y z (Å)
C1 -2.69902 1.32997 -0.64284
C2 -3.32806 0.06946 -0.58481
C3 -1.33862 1.55920 -0.34925
C4 -2.51329 -1.12603 -0.33498
C5 -0.65603 0.37612 -0.14327
C6 -1.20535 -0.85681 -0.08616
C7 1.59843 0.02128 -1.20922
N1 2.83880 -0.32458 -1.19203
N2 0.80777 0.40821 -0.05500
N3 -0.31059 -1.92701 0.23269
N4 3.60083 -0.83251 -0.26953
N5 1.30647 1.02623 0.94465
O1 -0.59028 -3.07330 0.09668
O2 0.77194 -1.51099 0.68128
S1 0.42160 1.08868 2.45798
H1 -3.39626 2.16764 -0.86720
H2 -4.42275 -0.08142 -0.64559
H3 -0.82398 2.54457 -0.38635
H4 -2.99026 -2.04681 0.01383
H5 1.17977 0.36911 -2.10324
H6 4.63668 -0.86431 -0.56152
H7 3.38142 -0.98751 0.80425
H8 2.31625 1.10607 0.91626
H9 1.41452 1.56472 3.28337

As for the total charge: +2. Its frontier orbital gap (alpha / beta) is 0.24942 / 0.24945 Ha. Its LUMO energy (alpha / beta) is -10.7 / -10.7 eV. The HOMO energy (alpha / beta) comes out at -17.527 / -17.528 eV.

Löwdin atomic charge list, values in e, 5 entries: 0.001, 0.055, 0.040, 0.104, -0.218


Density functional theory data (wB97M-V/def2-TZVPD) for a gas-phase ion, C3H7IN (charge +1).

Element x y z (Å)
C1 0.16407 0.15444 -1.20919
C2 0.73348 1.14927 -0.14916
C3 0.30135 -0.34208 0.16519
N1 -0.99590 -0.62835 0.89038
I1 1.85370 -1.52514 0.90284
H1 -0.80424 0.26013 -1.68422
H2 0.92598 -0.05839 -2.03061
H3 1.82512 1.23795 -0.21033
H4 0.08337 2.00615 0.17848
H5 -1.49503 -1.58822 0.49052
H6 -1.66832 0.03880 0.63528
H7 -0.92358 -0.70456 2.02083

As for the total charge: +1. Its frontier orbital gap is 0.35288 Ha. Its LUMO energy is -4.1 eV. The HOMO energy comes out at -13.697 eV.

Löwdin atomic charge list, values in e, 5 entries: -0.153, -0.092, -0.947, 0.124, 1.001


Density functional theory data (wB97M-V/def2-TZVPD) for a molecular structure, C26H14F4N8RhS2.

Element x y z (Å)
Rh1 1.33291 1.28753 -1.00799
C1 -1.41607 4.04240 3.00751
C2 -1.03048 2.71745 2.83830
C3 -0.18426 2.36917 1.80428
C4 0.29282 3.36485 0.95396
C5 -0.10077 4.70291 1.10801
C6 -0.95579 5.02876 2.13727
N1 1.21697 3.05108 -0.08009
N2 1.91438 3.97578 -0.52811
C7 2.66283 3.69133 -1.65866
C8 3.42576 4.65623 -2.27551
C9 4.09353 4.30210 -3.44761
C10 3.96837 3.01478 -3.94185
C11 3.19134 2.09077 -3.25356
N3 2.55046 2.43189 -2.13529
H1 -2.08458 4.30972 3.81505
H2 -1.39408 1.95694 3.51549
H3 0.10321 1.34056 1.67094
H4 0.25218 5.46284 0.42659
H5 -1.27175 6.05514 2.26288
H6 3.47957 5.64981 -1.85228
H7 4.69987 5.03199 -3.96778
H8 4.47131 2.70892 -4.84864
H9 3.08828 1.06675 -3.59071
F1 -2.28236 -4.62057 1.29982
C12 -2.84040 -3.98435 0.28474
C13 -3.97213 -4.48487 -0.27082
F2 -4.47312 -5.58422 0.22148
C14 -4.63119 -3.84210 -1.38740
C15 -3.99802 -2.63118 -1.86535
C16 -2.87390 -2.14755 -1.29047
F3 -2.32151 -1.02796 -1.76634
C17 -2.23656 -2.78681 -0.18972
C18 -1.07358 -2.26534 0.39379
C19 -0.42933 -1.08056 0.02483
N4 0.06837 -0.05202 -0.16496
C20 -0.33683 -2.85155 1.47628
N5 0.31835 -3.32824 2.29182
F4 -4.51800 -1.98114 -2.87498
C21 -5.77607 -4.34321 -1.95578
C22 -6.43637 -3.72689 -3.06237
N6 -7.01802 -3.23940 -3.92560
C23 -6.43116 -5.52527 -1.49764
N7 -6.96560 -6.47101 -1.12135
S1 3.22117 0.51936 -0.11499
C24 2.98660 -0.58747 1.24365
N8 3.67164 -1.69311 1.22576
C25 3.54650 -2.58096 2.40239
C26 2.91884 -1.73602 3.51308
S2 2.15043 -0.28423 2.69282
H10 4.20393 -1.97820 0.41089
H11 4.53057 -2.95200 2.67887
H12 2.90186 -3.41378 2.12148
H13 3.64896 -1.34454 4.21718
H14 2.14092 -2.28450 4.03668

As for the total charge: +3. Its frontier orbital gap (alpha / beta) is 0.18384 / 0.18387 Ha. Its LUMO energy (alpha / beta) is -11.6 / -11.6 eV. The HOMO energy (alpha / beta) comes out at -16.577 / -16.577 eV.

Löwdin atomic charge list, values in e, 5 entries: 0.930, 0.002, -0.030, -0.043, -0.216


Density functional theory data (wB97M-V/def2-TZVPD) for a gas-phase ion, C11H21NO3P (charge +1).

Element x y z (Å)
C1 3.68221 0.83149 -0.41484
O1 2.89824 0.08996 -1.33039
C2 1.99433 -0.74577 -0.64254
C3 0.62497 -0.77114 -1.38347
C4 0.45610 0.67012 -1.96310
C5 -1.07969 0.67402 -2.02910
N1 -1.39336 0.12075 -0.69940
C6 -2.59789 0.56795 -0.01945
C7 -2.48211 2.04789 0.32326
C8 -1.40457 2.27492 1.34877
O2 -1.10354 1.50705 2.17329
O3 -0.81576 3.48978 1.24842
C9 -0.50037 -0.71702 -0.33874
P1 -0.76265 -1.63351 1.26732
C10 -1.04785 -3.38880 0.77237
C11 0.71156 -1.50132 2.35689
H1 4.03357 0.22665 0.41832
H2 3.11638 1.66700 0.00393
H3 4.55165 1.22971 -0.91920
H4 2.38167 -1.75570 -0.53035
H5 1.79434 -0.28368 0.31626
H6 0.53754 -1.49680 -2.17866
H7 0.74719 1.42167 -1.24266
H8 0.77297 0.83365 -2.97786
H9 -1.61467 1.54321 -2.36981
H10 -1.30582 -0.15471 -2.69948
H11 -2.77078 0.04138 0.90787
H12 -3.46464 0.40586 -0.64392
H13 -2.24915 2.65449 -0.54074
H14 -3.42039 2.41786 0.71585
H15 0.14443 3.39099 1.19652
H16 -1.49450 -3.42330 -0.21594
H17 -1.74832 -3.79811 1.48273
H18 -0.13505 -3.97512 0.73573
H19 0.33004 -1.59685 3.36387
H20 1.20775 -0.54357 2.30476
H21 1.40617 -2.32102 2.20348

As for the total charge: +1. Its frontier orbital gap is 0.29156 Ha. Its LUMO energy is -3.9 eV. The HOMO energy comes out at -11.875 eV.

Löwdin atomic charge list, values in e, 5 entries: -0.082, -0.177, -0.192, -0.163, -0.079


Repeat the first record exactly.
Density functional theory data (wB97M-V/def2-TZVPD) for 13 unconnected molecules or ions with the total composition C5H37N2O13.

Element x y z (Å)
N1 -0.06820 0.72464 1.04749
C1 -1.29159 1.30230 0.14138
C2 -1.98132 0.21263 -0.57950
C3 -1.01615 -0.35385 -1.78590
O1 0.16539 -0.12456 -1.61268
C4 -2.29013 2.27781 1.07405
N2 -1.82485 3.61271 0.98848
C5 -0.50464 3.87075 1.70465
H1 0.76112 0.81786 0.33956
H2 -0.00832 1.37960 1.88561
H3 -0.04273 -0.25496 1.36248
H4 -0.72810 1.94657 -0.59317
H5 -2.37516 -0.57621 0.03582
H6 -3.01599 0.56952 -0.97403
H7 -1.39434 -1.17662 -2.55706
H8 -3.37238 2.44841 0.79966
H9 -2.35776 1.74919 2.18083
H10 -1.92904 4.10042 0.11430
H11 -0.62231 3.53248 2.70507
H12 0.40566 3.34315 1.30419
H13 -0.52293 5.04357 1.70211
H14 -3.04975 0.07131 -2.92774
H15 -3.04292 1.13621 -4.15745
O2 -2.57712 0.83181 -3.32568
H16 -0.43343 -3.60366 -0.05285
H17 -1.02888 -4.47482 1.00564
O3 -1.11414 -3.57287 0.66281
H18 -0.11430 3.87604 -3.33490
H19 -0.81013 2.52906 -3.05904
O4 -0.54379 3.44831 -2.66660
H20 4.12346 1.88203 -1.03277
H21 4.47549 0.65914 -1.98804
O5 3.81012 0.88995 -1.19682
H22 0.49380 0.31475 4.12913
H23 0.40227 1.77971 4.65501
O6 0.85025 1.28852 4.00700
H24 5.02755 -0.29974 0.96531
H25 4.26042 -0.95919 0.09428
O7 5.20239 -0.77830 0.15044
H26 -3.45352 -3.63391 -1.14091
H27 -2.28344 -3.52548 -2.19721
O8 -3.05618 -3.09146 -1.82197
H28 1.15484 -3.62276 -3.70000
H29 0.72030 -2.31042 -4.43014
O9 1.32920 -2.64565 -3.73626
H30 3.88780 0.50910 3.13932
H31 2.53951 1.17938 3.77354
O10 3.03697 0.37445 3.53185
H32 1.79705 -4.99339 -0.54736
H33 2.00542 -4.06747 0.67638
O11 1.45049 -4.66763 0.22741
H34 -2.25240 -2.42291 1.64439
H35 -3.64867 -2.02160 2.22174
O12 -2.80206 -1.63728 1.80718
H36 2.26047 -1.73780 -0.41308
H37 2.81654 -0.19487 -0.38854
O13 2.58018 -0.95397 0.14264

As for the total charge: +1. Its frontier orbital gap is 0.33272 Ha. Its LUMO energy is -2.5 eV. The HOMO energy comes out at -11.537 eV.

Löwdin atomic charge list, values in e, 5 entries: 0.205, -0.207, -0.127, -0.201, 0.007